#P
A structure of composition C23H31GdN8S2, computed with wB97M-V/def2-TZVPD.

XYZ file:
```
65
Properties=species:S:1:pos:R:3:mulliken_spin:R:1
Gd -6.12820 -15.58322 -1.89348 6.562
C -7.46182 -13.04532 0.00264 0.001
C -7.06785 -14.10769 1.02458 0.005
N -7.29866 -15.46332 0.51154 0.002
C -8.73797 -15.81259 0.38775 -0.001
C -9.43064 -15.51065 -0.95444 -0.005
C -10.79758 -15.51461 -1.05002 0.001
C -11.39456 -15.25139 -2.30734 0.000
C -10.58851 -14.99804 -3.38451 0.001
C -9.19438 -14.97929 -3.18369 -0.001
C -8.23008 -14.79941 -4.36362 0.009
N -6.95285 -14.32936 -3.90488 0.010
C -6.82649 -12.87328 -3.70586 0.005
C -7.25552 -12.35849 -2.34044 -0.002
N -6.62508 -13.06435 -1.22398 0.009
N -8.61999 -15.30710 -2.01707 0.023
H -7.45484 -12.07618 0.51240 0.000
H -8.47225 -13.21266 -0.36108 0.000
H -7.58737 -13.92970 1.97868 0.000
H -6.04394 -14.05687 1.23560 0.000
H -6.85567 -16.13051 1.09702 0.001
H -9.28265 -15.28323 1.19867 0.001
H -8.90765 -16.87188 0.55024 -0.001
H -11.40789 -15.58839 -0.18367 0.000
H -12.48520 -15.23435 -2.45272 0.000
H -11.00783 -14.74075 -4.35775 0.000
H -8.67626 -14.12022 -5.09246 0.000
H -8.09505 -15.80393 -4.83957 -0.002
H -6.30330 -14.55643 -4.67505 -0.002
H -7.46186 -12.34694 -4.43750 0.000
H -5.83899 -12.59800 -3.92961 -0.001
H -8.36805 -12.52897 -2.30842 0.000
H -7.05827 -11.28110 -2.29336 0.000
H -5.72374 -12.65537 -1.07657 0.000
S -4.29328 -17.07173 -6.26186 0.015
C -5.22273 -18.37745 -5.69924 0.016
C -5.75492 -18.15097 -4.45936 -0.015
C -5.42088 -16.85412 -3.93668 0.347
C -4.59170 -16.18442 -4.79147 -0.035
C -3.91375 -14.93694 -4.53037 0.005
C -3.05369 -14.22866 -5.41948 -0.004
C -2.39899 -13.09067 -5.00936 0.001
C -2.60963 -12.56993 -3.74910 -0.002
C -3.44789 -13.31630 -2.94723 0.003
N -4.09563 -14.44947 -3.27388 0.013
H -5.35013 -19.26803 -6.31536 0.001
H -6.34497 -18.91892 -3.97788 0.003
H -2.85641 -14.61157 -6.41996 0.000
H -1.80004 -12.57524 -5.75903 0.000
H -2.09039 -11.65797 -3.45101 0.000
H -3.71500 -12.92623 -1.96575 0.000
N -4.08393 -15.31886 -0.43452 0.008
N -3.72612 -16.54672 -1.15979 0.008
H -3.26750 -14.67873 -0.40251 0.001
H -4.24354 -15.52054 0.55453 0.001
H -2.91674 -17.01926 -0.77013 0.000
H -3.46706 -16.27756 -2.10293 0.004
S -8.27293 -20.25552 -0.92785 0.000
C -6.53955 -20.22833 -0.86022 0.000
C -6.11880 -18.97891 -1.05745 0.001
N -7.04738 -18.01930 -1.37791 0.015
C -8.23011 -18.57886 -1.29209 0.000
H -5.99841 -21.11082 -0.57017 0.000
H -5.08631 -18.72883 -1.11020 0.000
H -9.19417 -18.09424 -1.48261 0.000
```

2S+1 = 8
LUMO energy (alpha / beta) = -0.1888 / -0.2410 Eh
net charge = +2
highest occupied orbital energy (alpha / beta) = -13.3 / -13.3 eV
expectation value of S² = 16.06


#Q
A structure of composition C23H31GdN8S2, computed with wB97M-V/def2-TZVPD.

XYZ file:
```
65
Properties=species:S:1:pos:R:3:mulliken_spin:R:1
Gd -0.10717 0.37459 0.72682 7.375
C -3.33539 -1.03822 0.73863 0.000
C -3.13499 -0.79362 -0.74618 0.009
N -2.20834 0.32803 -0.94225 -0.019
C -1.61715 0.36323 -2.29916 -0.025
C -0.63053 -0.76569 -2.47234 0.018
C -0.44257 -1.38887 -3.69277 0.003
C 0.39987 -2.51749 -3.78722 0.001
C 0.99769 -2.95001 -2.60242 0.000
C 0.72659 -2.29909 -1.40271 0.002
C 1.24556 -2.89000 -0.10055 0.001
N 0.80214 -2.18316 1.12590 -0.018
C -0.28292 -2.94074 1.79043 0.000
C -1.61296 -2.73733 1.14365 0.007
N -2.04092 -1.35503 1.32814 -0.016
N -0.04226 -1.19853 -1.34562 -0.091
H -4.08857 -1.82413 0.97963 0.000
H -3.70435 -0.12367 1.20077 -0.001
H -4.11571 -0.57390 -1.19210 0.000
H -2.76353 -1.68104 -1.25520 -0.001
H -2.71634 1.22178 -0.85626 0.001
H -1.14438 1.35021 -2.44359 0.001
H -2.39975 0.29952 -3.06443 0.000
H -1.02410 -1.06222 -4.56396 0.000
H 0.57665 -3.01682 -4.73289 0.000
H 1.64787 -3.81992 -2.56136 0.000
H 2.34263 -2.88782 -0.11156 0.000
H 0.96326 -3.96869 -0.06571 0.000
H 1.55939 -2.07064 1.81713 0.001
H -0.34397 -2.55030 2.80648 0.001
H -0.08051 -3.99878 1.85544 0.000
H -2.31552 -3.47209 1.55711 0.000
H -1.53950 -2.99215 0.08313 -0.001
H -2.14145 -1.28104 2.33255 0.000
S 0.87251 4.10377 -2.21264 -0.012
C -0.56245 4.54313 -1.46266 -0.020
C -0.97652 3.59528 -0.54614 0.048
C -0.08788 2.50222 -0.38741 -0.267
C 0.97873 2.64958 -1.26233 0.045
C 2.12418 1.70124 -1.37311 -0.019
C 3.05984 1.79574 -2.38657 -0.001
C 4.07446 0.87618 -2.48262 0.000
C 4.12542 -0.14005 -1.58921 0.003
C 3.15619 -0.20291 -0.62343 0.001
N 2.17241 0.68131 -0.49037 -0.001
H -1.06617 5.43668 -1.72362 -0.001
H -1.88291 3.78680 0.05856 -0.003
H 3.01349 2.56129 -3.12250 0.000
H 4.83184 0.96732 -3.27229 0.000
H 4.91455 -0.90949 -1.69011 0.000
H 3.11701 -1.03596 0.09178 -0.003
N 1.68882 0.80316 2.82612 -0.006
N 2.76899 -0.14215 2.80723 -0.001
H 1.98407 1.76620 3.02627 0.001
H 1.07776 0.51493 3.59256 0.000
H 3.37681 -0.06528 3.59330 0.000
H 3.33036 0.11191 1.98413 0.000
S -2.67782 2.46040 4.63159 0.000
C -1.81120 3.64949 3.77413 -0.002
C -1.10932 3.06133 2.76298 -0.001
N -1.24840 1.69090 2.69478 -0.012
C -2.06374 1.25594 3.63322 0.003
H -1.87084 4.66479 4.07025 0.000
H -0.43468 3.54260 2.08803 0.000
H -2.30423 0.21727 3.74253 0.000
```

2S+1 = 8
LUMO energy (alpha / beta) = -0.2313 / -0.1862 Eh
net charge = +2
highest occupied orbital energy (alpha / beta) = -13.3 / -13.4 eV
expectation value of S² = 16.00


It turns out #Q is the most stable, with the second structure 23.8 kJ/mol higher.


#P
A structure of composition C5H14N2O2, computed with wB97M-V/def2-TZVPD.

XYZ file:
```
23
Properties=species:S:1:pos:R:3:nbo_charge:R:1
C -0.22786 -0.67417 -1.46431 -0.074
C 0.71158 -0.16420 -2.55876 -0.645
O 0.17361 -2.03543 -1.23490 -0.712
H 0.28835 -2.00747 -0.26505 0.453
H -1.17655 -0.81521 -2.01250 0.183
H 0.50120 -0.26122 0.23428 0.429
H 1.74291 -0.04006 -2.20668 0.195
H 0.34410 0.77065 -2.99804 0.207
H 0.78677 -0.87806 -3.38701 0.223
C 0.16150 -1.18476 2.12383 -0.442
C -1.03926 1.83273 -0.30776 -0.720
N 0.25063 0.02353 1.29940 -0.453
C -1.12582 0.34809 -0.08483 0.611
N 0.93540 1.11811 1.91188 -0.649
O -2.15760 -0.23013 0.22805 -0.640
H 1.93430 0.92025 1.89828 0.342
H 0.64436 1.21816 2.88444 0.360
H 1.16563 -1.57053 2.31082 0.189
H -0.42093 -1.00947 3.03121 0.210
H -0.37121 -1.99166 1.62373 0.221
H -0.05912 2.13830 -0.66975 0.225
H -1.83989 2.12866 -0.98549 0.245
H -1.22212 2.36388 0.62914 0.242
```

LUMO energy = 0.0226 Eh
net charge = 0
highest occupied orbital energy = -8.5 eV


#Q
An isolated molecule of C5H14N2O2, computed with wB97M-V/def2-TZVPD.

XYZ file:
```
23
Properties=species:S:1:pos:R:3:nbo_charge:R:1
C 2.52917 -0.61035 0.04994 -0.637
C 1.11862 -0.43335 -0.49862 0.068
O 1.02234 0.64063 -1.42278 -0.735
C 0.13139 -0.13834 0.65250 0.519
N 0.58896 1.01437 1.36267 -0.853
O 0.09881 -1.25059 1.48890 -0.729
N -1.33823 -0.06042 0.25156 -0.497
C -1.72106 -0.94262 -0.84146 -0.423
C -1.87264 1.27521 0.04031 -0.416
H 3.21291 -0.88655 -0.75376 0.197
H 2.51990 -1.39450 0.80139 0.239
H 2.86706 0.31093 0.51782 0.225
H 0.81086 -1.37232 -0.97603 0.170
H 1.78079 0.59209 -2.01476 0.474
H 0.71241 1.79762 0.73551 0.377
H -0.02435 1.25678 2.12921 0.367
H -0.85073 -1.12161 1.84604 0.490
H -1.32230 -1.93637 -0.64750 0.209
H -1.36282 -0.58836 -1.81587 0.180
H -2.80993 -1.00585 -0.87530 0.198
H -2.93465 1.18540 -0.18477 0.200
H -1.38101 1.79448 -0.79129 0.182
H -1.77553 1.87372 0.94628 0.193
```

SMILES string = C[C@H](O)[C@](N)(O)N(C)C
LUMO energy = 0.0299 Eh
net charge = 0
highest occupied orbital energy = -8.6 eV


It turns out #Q is the most stable, with the second structure 395.9 kJ/mol higher.


#P
A structure of composition C4H7FOS, computed with wB97M-V/def2-TZVPD.

XYZ file:
```
14
Properties=species:S:1:pos:R:3:nbo_charge:R:1
C -0.40075 1.21580 0.98815 -0.627
C -0.39569 -0.04201 0.09081 -0.242
C 0.53175 -1.13221 -0.26849 0.078
C 0.32806 0.04891 -1.20992 0.146
H -0.38529 0.69592 1.97881 0.223
H -1.53137 1.84078 0.66149 0.249
H 0.58791 2.19280 0.93382 0.246
H -2.42582 -1.20628 0.38320 0.092
H 0.27767 -2.08115 -0.63166 0.212
H 2.60500 -0.80097 0.33483 0.502
H -0.17442 0.08220 -2.13579 0.198
O 1.65451 -1.36705 0.49233 -0.719
F 1.41276 0.98576 -1.12147 -0.373
S -2.08430 -0.43249 -0.49611 0.014
```

LUMO energy = 0.0239 Eh
net charge = 0
highest occupied orbital energy = -9.4 eV


#Q
An isolated molecule of C4H7FOS, computed with wB97M-V/def2-TZVPD.

XYZ file:
```
14
Properties=species:S:1:pos:R:3:nbo_charge:R:1
C 1.56294 -0.42818 -0.82619 -0.699
C 0.51179 -0.70319 0.20159 0.368
F 0.75030 -1.73913 1.11129 -0.358
C 0.00135 0.49798 0.96798 -0.150
O -0.72538 1.31544 0.04799 -0.511
C -1.87667 0.60290 -0.31585 -0.171
S -1.21834 -1.00509 -0.83354 0.029
H 1.17065 0.53469 -1.33093 0.260
H 1.77193 -1.17936 -1.56083 0.238
H 2.54494 -0.46583 -0.31187 0.225
H -0.57940 0.05673 1.78257 0.193
H 0.81632 1.06924 1.34420 0.207
H -2.33452 0.34234 0.71694 0.170
H -2.39590 1.10146 -0.99333 0.201
```

SMILES string = C[C@@]1(F)COCS1
LUMO energy = 0.0308 Eh
net charge = 0
highest occupied orbital energy = -8.9 eV


It turns out #Q is the most stable, with the second structure 301.7 kJ/mol higher.